Computed, not measured: C4H8N2S2 as an isolated structure at a distorted geometry, with ωB97M-V/def2-TZVPD.

HOMO (spin up / spin down) ... -0.305 / -0.305 Eh
Kohn-Sham gap (spin up / spin down) ... 7.8 / 7.8 eV
E_tot ... -28925.1087 eV
Lowest unoccupied orbital energy (spin up / spin down) ... -0.5 / -0.5 eV
Energy above the lowest of the compared OMol25 structures with the same formula, charge and spin ... 73.78 kcal per mole

```
! RIJCOSX wB97M-V def2-TZVPD def2/J DEFGRID3
* xyz 0 1
C -1.132 2.032 -0.481
C -2.009 -0.528 1.767
C 2.414 -0.872 -1.346
C -0.184 -0.529 -0.158
N -1.459 2.693 0.419
N -0.789 1.200 -1.371
S -1.459 -1.504 0.364
S 0.705 -1.407 -1.351
H -1.042 -0.196 2.202
H -2.706 -1.125 2.419
H -2.545 0.430 1.576
H 2.792 -1.481 -2.151
H 2.739 -1.341 -0.408
H 2.515 0.242 -1.426
H 0.343 0.101 0.581
H -1.306 0.773 -2.123
*
```

---

Computed, not measured: C4H8N2S2 as an isolated structure at a distorted geometry, with ωB97M-V/def2-TZVPD.

HOMO ... -0.312 Eh
Kohn-Sham gap ... 7.6 eV
E_tot ... -28919.9334 eV
Lowest unoccupied orbital energy ... -0.9 eV
Energy above the lowest of the compared OMol25 structures with the same formula, charge and spin ... 193.13 kcal per mole

```
! RIJCOSX wB97M-V def2-TZVPD def2/J DEFGRID3
* xyz 0 1
C -1.938 -1.006 -1.085
C -0.117 0.202 0.384
C 2.247 0.140 -0.169
C -0.957 1.006 1.251
H -2.044 -0.227 -2.269
H -1.678 -2.130 -1.400
H -2.797 -0.973 -0.287
H 0.510 -0.923 -1.185
H 1.685 -0.399 -1.455
H 2.811 -1.077 0.539
H 3.238 1.168 -0.123
H 1.073 1.364 2.471
N -0.421 -0.554 -0.669
N 1.178 0.636 0.559
S -0.254 1.438 2.632
S -2.535 1.336 0.807
*
```

---

Computed, not measured: an isolated ion of composition C4H8N3 and charge +1 at a distorted geometry, with ωB97M-V/def2-TZVPD.

HOMO (spin up / spin down) ... -0.472 / -0.472 Eh
Kohn-Sham gap (spin up / spin down) ... 8.1 / 8.1 eV
E_tot ... -8734.4209 eV
Lowest unoccupied orbital energy (spin up / spin down) ... -4.7 / -4.7 eV
Energy above the lowest of the compared OMol25 structures with the same formula, charge and spin ... 192.81 kcal per mole

```
! RIJCOSX wB97M-V def2-TZVPD def2/J DEFGRID3
* xyz 1 1
C 1.630 0.807 0.055
C 0.397 1.252 -0.673
C 0.352 -0.933 0.320
C -0.709 0.191 -0.236
N -1.933 -0.087 -0.766
N 0.483 -2.159 0.051
N -1.875 0.361 0.545
H 2.594 0.356 -0.477
H 1.836 1.104 0.978
H -0.045 2.239 -0.384
H 0.609 1.251 -1.697
H -0.411 -2.653 -0.144
H 1.324 -2.705 0.227
H -2.086 -0.340 1.396
H -2.165 1.316 0.806
*
```

---

Computed, not measured: an isolated ion of composition C4H8N3 and charge +1 at a distorted geometry, with ωB97M-V/def2-TZVPD.

HOMO (spin up / spin down) ... -0.504 / -0.504 Eh
Kohn-Sham gap (spin up / spin down) ... 8.5 / 8.5 eV
E_tot ... -8735.4088 eV
Lowest unoccupied orbital energy (spin up / spin down) ... -5.2 / -5.2 eV
Energy above the lowest of the compared OMol25 structures with the same formula, charge and spin ... 170.02 kcal per mole

```
! RIJCOSX wB97M-V def2-TZVPD def2/J DEFGRID3
* xyz 1 1
C 0.335 -0.743 -1.064
C 0.367 0.102 1.124
C 2.439 -0.252 0.058
C -2.627 0.733 0.160
N -0.919 -0.603 -1.056
N 1.013 -0.363 0.201
N -1.604 -0.273 -0.112
H 0.954 -1.175 -1.913
H 0.437 0.343 2.140
H 2.715 -0.042 1.043
H 2.879 -1.199 -0.482
H 2.605 0.561 -0.692
H -2.147 1.339 0.971
H -2.882 1.328 -0.784
H -3.562 0.245 0.406
*
```

---

Computed, not measured: C4H8N3 as an isolated structure at a distorted geometry, with ωB97M-V/def2-TZVPD.

HOMO ... -0.486 Eh
Kohn-Sham gap ... 8.4 eV
E_tot ... -8736.3951 eV
Lowest unoccupied orbital energy ... -4.8 eV
Energy above the lowest of the compared OMol25 structures with the same formula, charge and spin ... 147.28 kcal per mole

```
! RIJCOSX wB97M-V def2-TZVPD def2/J DEFGRID3
* xyz 1 1
C -0.206 0.059 -1.478
C 1.024 -0.025 -0.513
C -0.908 0.320 -0.181
C 0.171 -0.239 0.817
N 0.308 -0.243 2.108
N -1.165 1.617 0.014
N 0.292 -1.577 1.545
H -0.276 0.852 -2.227
H -0.490 -0.864 -2.005
H 1.643 -0.947 -0.635
H 1.545 0.879 -0.564
H -1.181 2.342 -0.753
H -1.413 2.043 0.987
H -0.511 -2.201 1.617
H 1.167 -2.016 1.269
*
```

---

Computed, not measured: an isolated ion of composition C4H8N3 and charge +1 at a distorted geometry, with ωB97M-V/def2-TZVPD.

HOMO ... -0.525 Eh
Kohn-Sham gap ... 9.3 eV
E_tot ... -8738.5368 eV
Lowest unoccupied orbital energy ... -5.0 eV
Energy above the lowest of the compared OMol25 structures with the same formula, charge and spin ... 97.89 kcal per mole

```
! RIJCOSX wB97M-V def2-TZVPD def2/J DEFGRID3
* xyz 1 1
C 1.031 -0.265 1.155
C 0.076 -0.019 -0.004
N 0.974 0.859 -1.009
C -0.867 -1.033 -0.517
C -2.076 -0.645 -0.076
N -2.030 0.597 0.549
N -0.860 1.001 0.526
H 1.416 0.723 1.469
H 1.815 -0.888 0.771
H 0.508 -0.620 2.058
H 0.451 1.184 -1.840
H 1.882 0.323 -1.210
H 1.300 1.613 -0.383
H -0.510 -1.840 -1.275
H -3.110 -0.989 -0.214
*
```

---

Computed, not measured: C4H8N3 as an isolated structure at a distorted geometry, with ωB97M-V/def2-TZVPD.

HOMO ... -0.564 Eh
Kohn-Sham gap ... 10.9 eV
E_tot ... -8738.7763 eV
Lowest unoccupied orbital energy ... -4.4 eV
Energy above the lowest of the compared OMol25 structures with the same formula, charge and spin ... 92.37 kcal per mole

```
! RIJCOSX wB97M-V def2-TZVPD def2/J DEFGRID3
* xyz 1 1
C 0.401 -2.391 -0.768
C 1.125 -0.447 -1.335
C -0.023 1.909 1.136
C -0.939 0.926 0.585
N 1.340 -1.735 -1.464
N -0.424 -1.509 -0.197
N 0.036 -0.300 -0.595
H 0.405 -3.473 -0.709
H 1.598 0.500 -1.700
H 0.904 1.504 1.500
H -0.445 2.332 2.053
H 0.314 2.640 0.381
H -1.420 1.252 -0.298
H -1.508 0.238 1.196
H -1.364 -1.448 0.215
*
```

---

Computed, not measured: an isolated ion of composition C4H8N3O and charge +1 at a distorted geometry, with ωB97M-V/def2-TZVPD.

HOMO ... -0.505 Eh
Kohn-Sham gap ... 9.6 eV
E_tot ... -10787.6686 eV
Lowest unoccupied orbital energy ... -4.1 eV
Energy above the lowest of the compared OMol25 structures with the same formula, charge and spin ... 60.70 kcal per mole

```
! RIJCOSX wB97M-V def2-TZVPD def2/J DEFGRID3
* xyz 1 1
H -0.379 -2.623 0.748
N 0.351 -1.930 0.698
C 0.176 -0.765 0.432
C -1.327 0.138 0.144
N -1.670 1.080 0.987
N -1.946 -0.060 -1.047
C 1.355 0.289 0.394
C 2.455 0.097 -0.588
O 1.161 1.242 1.133
H -1.345 1.038 1.956
H -2.506 1.685 0.754
H -1.491 -0.629 -1.690
H -2.783 0.424 -1.341
H 2.816 -0.937 -0.395
H 1.946 0.021 -1.571
H 3.188 0.930 -0.614
*
```

---

Computed, not measured: C4H8N3O as an isolated structure at a distorted geometry, with ωB97M-V/def2-TZVPD.

HOMO (spin up / spin down) ... -0.496 / -0.496 Eh
Kohn-Sham gap (spin up / spin down) ... 7.3 / 7.3 eV
E_tot ... -10782.6722 eV
Lowest unoccupied orbital energy (spin up / spin down) ... -6.2 / -6.2 eV
Energy above the lowest of the compared OMol25 structures with the same formula, charge and spin ... 175.92 kcal per mole

```
! RIJCOSX wB97M-V def2-TZVPD def2/J DEFGRID3
* xyz 1 1
C 0.688 -1.326 0.428
C 1.267 -0.857 -0.702
C -0.544 0.575 -0.876
C -0.209 -0.744 1.396
N 0.593 0.261 -1.300
N -1.201 0.333 0.172
N 0.229 0.050 2.350
O -1.428 1.699 -2.954
H 1.242 -2.258 0.609
H 2.013 -1.274 -1.323
H -1.177 -1.317 1.542
H 0.920 0.743 -2.084
H -2.108 0.780 0.405
H 0.932 0.662 2.016
H -0.371 0.226 3.176
H -0.847 2.449 -2.855
*
```

---

Computed, not measured: an isolated ion of composition C4H8N3O3 and charge +1 at a distorted geometry, with ωB97M-V/def2-TZVPD.

HOMO ... -0.576 Eh
Kohn-Sham gap ... 9.4 eV
E_tot ... -14876.4396 eV
Lowest unoccupied orbital energy ... -6.2 eV
Energy above the lowest of the compared OMol25 structures with the same formula, charge and spin ... 101.01 kcal per mole

```
! RIJCOSX wB97M-V def2-TZVPD def2/J DEFGRID3
* xyz 1 1
C 0.367 0.149 -1.993
C 0.439 0.193 -0.229
N 1.778 0.830 0.158
O 2.586 0.851 -0.741
O 1.908 1.159 1.260
C -0.680 0.869 0.551
C -1.587 -0.197 1.032
N -0.682 -1.404 1.012
N 0.425 -1.123 0.340
O 1.299 -1.923 0.239
H 0.705 -0.766 -2.328
H 0.921 0.959 -2.352
H -0.629 0.099 -2.232
H -1.151 1.777 -0.029
H -0.266 1.319 1.438
H -1.975 0.038 2.081
H -2.543 -0.503 0.443
H -0.914 -2.326 1.351
*
```

---

Computed, not measured: an isolated ion of composition C4H8N3S and charge +1 at a distorted geometry, with ωB97M-V/def2-TZVPD.

HOMO ... -0.489 Eh
Kohn-Sham gap ... 10.1 eV
E_tot ... -19575.6815 eV
Lowest unoccupied orbital energy ... -3.2 eV
Energy above the lowest of the compared OMol25 structures with the same formula, charge and spin ... 36.28 kcal per mole

```
! RIJCOSX wB97M-V def2-TZVPD def2/J DEFGRID3
* xyz 1 1
N -0.879 -0.613 1.786
C -0.485 0.445 1.152
N -1.227 1.539 0.991
C 1.068 0.228 0.388
N 1.017 0.995 -0.718
C 1.056 0.384 -1.776
C 1.082 -1.154 -1.700
S 1.266 -1.557 0.038
H -0.048 -1.270 1.887
H -1.657 -0.663 2.507
H -0.928 2.129 0.208
H -2.205 1.552 1.324
H 1.768 0.504 1.103
H 0.955 0.779 -2.854
H 0.157 -1.340 -2.130
H 1.746 -1.471 -2.473
*
```

---

Computed, not measured: the molecule C4H8N4 at a distorted geometry, with ωB97M-V/def2-TZVPD.

HOMO ... -0.298 Eh
Kohn-Sham gap ... 9.0 eV
E_tot ... -10236.8959 eV
Lowest unoccupied orbital energy ... 0.8 eV
Energy above the lowest of the compared OMol25 structures with the same formula, charge and spin ... 31.04 kcal per mole

```
! RIJCOSX wB97M-V def2-TZVPD def2/J DEFGRID3
* xyz 0 1
H 3.165 0.810 -0.092
N 2.728 -0.152 -0.105
C 1.467 -0.048 -0.042
C 0.689 1.210 0.322
C -0.712 1.226 -0.253
C -1.472 -0.021 0.023
N -2.704 -0.173 -0.005
H -3.166 0.724 -0.117
N -0.642 -1.148 0.242
N 0.653 -1.166 -0.187
H 1.230 2.112 0.014
H 0.665 1.207 1.418
H -1.292 2.096 0.099
H -0.621 1.307 -1.347
H -1.184 -1.998 -0.065
H 1.130 -1.989 0.175
*
```

---

Computed, not measured: the molecule C4H8N4 at a distorted geometry, with ωB97M-V/def2-TZVPD.

HOMO ... -0.285 Eh
Kohn-Sham gap ... 8.7 eV
E_tot ... -10233.7114 eV
Lowest unoccupied orbital energy ... 0.9 eV
Energy above the lowest of the compared OMol25 structures with the same formula, charge and spin ... 104.48 kcal per mole

```
! RIJCOSX wB97M-V def2-TZVPD def2/J DEFGRID3
* xyz 0 1
C -2.322 -1.582 -0.030
C -0.980 -1.346 -0.005
N -0.428 -0.068 0.245
C 0.974 0.210 0.267
N 1.793 -0.587 -0.311
N 3.132 -0.178 -0.092
N -1.377 1.011 0.169
C -1.074 2.124 -0.270
H -2.612 -2.669 -0.490
H -2.944 -0.618 0.105
H -0.342 -2.211 -0.052
H 1.112 1.115 0.828
H 3.685 -1.008 -0.093
H 3.335 0.539 0.700
H -1.824 2.901 -0.295
H -0.130 2.369 -0.675
*
```

---

Computed, not measured: the molecule C4H8N4 at a distorted geometry, with ωB97M-V/def2-TZVPD.

HOMO ... -0.287 Eh
Kohn-Sham gap ... 8.5 eV
E_tot ... -10233.2532 eV
Lowest unoccupied orbital energy ... 0.7 eV
Energy above the lowest of the compared OMol25 structures with the same formula, charge and spin ... 115.05 kcal per mole

```
! RIJCOSX wB97M-V def2-TZVPD def2/J DEFGRID3
* xyz 0 1
C -1.375 -0.260 0.799
C -1.008 -1.435 0.371
N 0.130 -1.648 -0.411
N 0.743 -0.609 -1.118
C 1.631 0.310 -0.467
C 1.021 1.101 0.677
N -0.323 1.796 0.044
N -1.282 0.993 0.176
H -2.214 -0.259 1.606
H -1.478 -2.426 0.793
H 0.523 -2.495 -0.698
H 0.115 -0.019 -1.645
H 2.561 -0.353 -0.185
H 1.842 0.974 -1.403
H 1.499 2.052 0.823
H 0.658 0.508 1.591
*
```

---

Computed, not measured: the molecule C4H8N4, with ωB97M-V/def2-TZVPD.

HOMO ... -0.319 Eh
Kohn-Sham gap ... 9.6 eV
E_tot ... -10236.2984 eV
Lowest unoccupied orbital energy ... 0.9 eV
Energy above the lowest of the compared OMol25 structures with the same formula, charge and spin ... 44.82 kcal per mole

```
! RIJCOSX wB97M-V def2-TZVPD def2/J DEFGRID3
* xyz 0 1
H -2.241 -1.468 -0.076
N -1.309 -1.093 0.063
C -1.103 0.034 -0.484
N -1.970 0.745 -1.262
N 0.150 0.654 -0.409
C 0.943 0.625 0.742
C 0.996 1.064 1.974
C 1.439 -0.144 -0.375
N 1.465 -1.547 -0.333
H -1.724 1.684 -1.525
H -2.953 0.500 -1.262
H 1.852 0.858 2.594
H 0.195 1.642 2.404
H 2.182 0.288 -1.040
H 0.703 -1.889 0.247
H 1.374 -1.951 -1.259
*
```